The following is a quantum chemistry calculation of an isolated molecule of C4H7NO, from OMol25.

Structure (XYZ):
```
13
Properties=species:S:1:pos:R:3:forces:R:3:mulliken_charge:R:1
O -2.540027 -0.930198 0.332721 0.497 0.010 0.102 -0.4865
C -1.346786 -0.798598 0.463726 -0.260 0.042 0.013 0.0381
C -0.685170 0.508813 0.872192 -0.206 -0.043 0.158 -0.3637
N 0.538301 0.874196 0.177774 -0.019 0.005 0.242 -0.2684
C 0.569597 0.418555 -1.189325 -0.346 0.018 -0.287 -0.4259
C 1.527705 -0.130478 -0.199853 0.096 -0.200 0.261 -0.2263
H -0.660936 -1.658809 0.299901 -0.192 0.030 0.076 0.3313
H -0.491407 0.438133 1.946595 0.027 0.053 0.049 0.2927
H -1.406557 1.315744 0.706594 0.037 -0.151 0.120 0.2742
H 0.820051 1.133209 -1.958668 0.222 0.038 -0.032 0.2250
H -0.293009 -0.214523 -1.419471 0.492 0.008 -0.481 0.2155
H 1.416686 -1.180925 0.065495 -0.138 0.201 0.117 0.1567
H 2.551556 0.224877 -0.097687 -0.208 -0.011 -0.338 0.2373
```
Forces are in eV/Å.

Output
Lowest unoccupied orbital energy, eV: 1.03
E_HOMO, eV: -9.23
Relative energy (zero: lowest compared OMol25 entry of this formula, charge and spin), eV: 2.6785
HOMO-LUMO gap, Eh: 0.377

The following is a quantum chemistry calculation of an isolated molecule of C5H9Cl at a distorted geometry, from OMol25.

Structure (XYZ):
```
15
Properties=species:S:1:pos:R:3:forces:R:3:mulliken_charge:R:1
C -0.024313 1.533064 0.048473 2.296 1.025 -0.968 -1.5327
C 0.069310 0.068150 -0.111683 0.440 -1.635 1.152 1.2581
C 1.274896 -0.597133 -0.819745 -0.942 -0.083 -0.187 -1.3974
C -0.316123 -0.694935 1.172736 -0.738 1.659 -0.513 -0.8253
C -1.237194 -0.699006 -0.062971 0.964 1.414 0.957 -0.2729
Cl -2.892318 -0.053462 -0.298686 0.705 0.325 0.624 -0.1973
H 0.907490 2.011431 0.495028 -1.031 -0.641 -0.687 0.3032
H -0.312900 2.042670 -0.872318 0.369 0.041 -0.185 0.3400
H -0.810301 1.712588 0.690026 -1.714 0.631 1.607 0.4497
H 2.188091 -0.068358 -0.559899 0.050 0.246 -0.128 0.3611
H 1.099370 -0.564898 -1.903260 0.445 -0.107 0.127 0.3168
H 1.451729 -1.653879 -0.491733 -0.508 0.833 -0.375 0.3199
H -0.455781 -0.008899 2.034876 -0.526 -0.732 -0.709 0.2722
H 0.274788 -1.549364 1.411258 -0.046 -0.708 0.046 0.2728
H -1.216745 -1.477975 -0.732103 0.239 -2.268 -0.761 0.3319
```
Forces are in eV/Å.

Output
Lowest unoccupied orbital energy, eV: 0.97
E_HOMO, eV: -9.82
Relative energy (zero: lowest compared OMol25 entry of this formula, charge and spin), eV: 1.2327
HOMO-LUMO gap, Eh: 0.396

The following is a quantum chemistry calculation of an isolated molecule of C2H7N3O2 at a distorted geometry, from OMol25.

Structure (XYZ):
```
14
Properties=species:S:1:pos:R:3:forces:R:3:mulliken_charge:R:1
C -1.212052 -0.863638 0.864013 0.245 0.128 0.209 -0.7801
N -1.124842 -0.619188 -0.565514 -0.379 -0.602 -0.169 -0.5083
N -0.047561 0.258562 -0.951183 0.165 -0.488 -0.528 0.5344
O -0.314671 1.544474 -0.851950 -0.710 1.097 -0.209 -0.7731
C 1.271092 -0.093549 -0.183988 0.030 -0.522 -0.046 0.3678
N 1.747400 1.054058 0.221873 -0.283 0.793 0.073 -0.3097
O 1.628880 -1.233908 -0.117784 0.146 -0.195 -0.076 -0.5518
H -1.168259 0.050413 1.461972 -0.042 0.067 0.034 0.2822
H -0.404651 -1.531707 1.157354 -0.110 -0.026 0.073 0.3017
H -2.161366 -1.360458 1.049052 -0.009 0.000 -0.014 0.3324
H -1.972013 -0.146365 -0.882866 0.465 0.125 -0.029 0.2884
H 0.142955 -0.014325 -1.936761 -0.048 0.088 0.467 0.2908
H 2.577943 1.150813 0.773644 0.029 -0.182 -0.002 0.1898
H 1.037143 1.804819 -0.037862 0.501 -0.284 0.216 0.3357
```
Forces are in eV/Å.

Output
Lowest unoccupied orbital energy, eV: 0.89
E_HOMO, eV: -9.20
Relative energy (zero: lowest compared OMol25 entry of this formula, charge and spin), eV: 3.8852
HOMO-LUMO gap, Eh: 0.371

The following is a quantum chemistry calculation of the ion C4H11N3 with charge +1 at a distorted geometry, from OMol25.

Structure (XYZ):
```
18
Properties=species:S:1:pos:R:3:forces:R:3:lowdin_spin:R:1
C 2.117701 0.272015 0.065698 -0.054 1.592 -0.140 0.0027
C 0.846330 -0.229949 0.832074 1.269 0.294 -0.572 0.0320
C -0.384114 -0.415474 -0.001488 1.215 3.609 -0.517 0.2396
C -1.457935 -1.054009 0.565474 -2.001 -0.485 1.392 0.2566
N -2.643718 -1.284114 -0.035024 -0.664 1.549 -0.609 0.1859
N -0.680937 0.526303 -1.012617 -0.908 -4.224 -0.779 0.2180
N 2.057478 1.740598 -0.201166 0.510 -0.423 0.602 0.0043
H 2.353814 -0.204364 -0.897409 -0.380 -0.747 0.568 -0.0003
H 2.970232 0.202258 0.744136 -0.107 -0.580 -0.112 0.0003
H 1.142261 -1.132879 1.386187 -0.484 0.019 -0.318 0.0075
H 0.603576 0.512095 1.604540 0.157 0.125 -0.043 0.0144
H -1.381720 -1.086455 1.698736 -0.305 -0.814 -1.542 0.0070
H -3.540246 -1.002758 0.395232 0.846 -0.949 0.661 0.0088
H -2.776839 -0.971115 -1.012400 0.706 -0.580 0.612 0.0072
H -1.096963 -0.000668 -1.827787 0.368 1.839 0.933 0.0115
H -0.344958 1.463971 -1.141474 0.545 -0.349 -0.038 0.0048
H 2.880828 2.067924 -0.732145 -0.910 -0.280 0.359 0.0000
H 1.203219 2.003748 -0.646797 0.196 0.405 -0.457 -0.0002
```
Forces are in eV/Å.

Output
Charge: +1
Lowest unoccupied orbital energy (spin up / spin down), eV: -4.03 / -6.48
Spin multiplicity: 2
E_HOMO (spin up / spin down), eV: -12.83 / -12.83
Relative energy (zero: lowest compared OMol25 entry of this formula, charge and spin), eV: 1.5772
HOMO-LUMO gap (spin up / spin down), Eh: 0.323 / 0.233

The following is a quantum chemistry calculation of a structure of composition C34H37MnN4S5, from OMol25.

Structure (XYZ):
```
81
Properties=species:S:1:pos:R:3:forces:R:3:lowdin_spin:R:1
Mn -1.147571 -1.491030 0.918870 0.109 -0.649 0.058 -0.0139
C -0.248169 -2.541576 2.755284 -0.023 -0.080 -0.038 0.0022
C -0.506889 -1.200843 3.112734 0.022 0.187 0.019 0.0077
C -1.888750 -0.954870 2.955553 -0.136 0.136 -0.088 0.0125
C -2.502102 -2.162323 2.528140 -0.133 0.195 -0.034 -0.0048
C -1.490789 -3.148915 2.424797 0.253 -0.021 0.012 -0.0017
C -1.701904 -4.620676 2.258757 0.015 -0.009 -0.022 -0.0007
C -3.971517 -2.345029 2.327911 -0.005 -0.035 -0.001 -0.0014
C -2.600778 0.326435 3.259335 -0.018 -0.044 0.125 0.0030
C 0.472771 -0.237595 3.701763 0.004 -0.026 0.035 0.0025
C 1.051733 -3.250577 2.971490 0.013 -0.007 0.041 0.0004
H -1.554233 -5.119617 3.222203 0.002 0.005 0.010 -0.0003
H -1.007863 -5.070712 1.547757 -0.014 -0.003 -0.003 0.0001
H -2.707987 -4.837847 1.909197 0.010 -0.008 -0.011 0.0001
H -4.478327 -2.512302 3.283570 -0.001 -0.014 -0.001 -0.0005
H -4.174412 -3.189642 1.669915 -0.006 0.005 0.005 0.0000
H -4.401046 -1.456050 1.863196 -0.019 -0.008 0.029 -0.0001
H -3.310712 0.572178 2.468708 -0.015 0.010 0.038 0.0004
H -1.898024 1.154353 3.355091 0.000 0.006 -0.006 0.0007
H -3.158011 0.253096 4.198580 0.021 -0.011 0.016 0.0010
H 0.366090 -0.228698 4.791055 0.008 -0.009 0.005 0.0004
H 0.312344 0.777199 3.340648 0.008 0.005 0.014 0.0008
H 1.502189 -0.508187 3.471353 -0.015 0.018 -0.001 0.0013
H 1.092164 -3.661789 3.986068 0.008 0.019 0.001 0.0002
H 1.899250 -2.574275 2.857665 0.013 -0.012 -0.030 0.0001
H 1.198292 -4.077241 2.280770 -0.010 -0.017 0.016 0.0000
S -6.673644 -1.748035 -4.152422 0.038 0.026 -0.119 -0.0001
C -5.489041 -1.750709 -2.998369 -0.171 -0.063 0.254 -0.0002
S -4.595088 -3.151149 -2.538151 0.061 -0.030 -0.031 -0.0015
C -3.608276 -2.433912 -1.277412 -0.164 -0.024 0.062 -0.0036
C -3.846948 -1.126250 -1.048128 0.144 0.008 -0.044 0.0022
S -2.844706 -0.116949 -0.043570 -0.128 0.149 -0.221 0.0083
S -5.085965 -0.381657 -2.031842 0.052 0.004 -0.073 0.0005
S -2.348023 -3.338510 -0.522011 0.171 0.355 -0.082 -0.0045
C -1.018823 0.989746 -3.735232 -0.019 0.031 -0.015 0.0007
N -0.395639 -0.290092 -3.322127 -0.041 -0.018 0.029 0.0002
C -1.375351 -1.408502 -3.419723 -0.053 -0.045 -0.023 0.0000
C 0.170735 -0.153524 -1.917893 0.070 -0.073 -0.052 0.0021
C 0.824754 -1.438598 -1.496456 -0.146 0.204 -0.115 0.0028
C 1.899352 -1.882384 -2.270629 0.010 -0.060 0.034 0.0007
C 2.466539 -3.126259 -2.056210 -0.051 0.022 0.044 -0.0001
C 1.907721 -3.927799 -1.064894 0.005 0.055 -0.057 -0.0003
C 0.860247 -3.452062 -0.291752 0.046 -0.017 0.042 0.0003
C 0.298508 -2.170191 -0.419725 -0.039 -0.130 0.156 0.0077
H -1.430713 0.892335 -4.737306 0.022 -0.026 -0.010 0.0000
H -0.271959 1.779611 -3.702848 0.006 -0.006 0.020 0.0000
H -1.817997 1.206390 -3.027502 0.015 -0.011 0.026 0.0004
H 0.385629 -0.510583 -3.937937 0.005 0.029 -0.018 0.0001
H -2.202609 -1.188157 -2.750207 0.005 0.044 0.026 0.0000
H -0.905752 -2.333766 -3.097751 0.026 0.021 0.024 -0.0001
H -1.727355 -1.479743 -4.447566 0.027 0.016 -0.006 0.0000
H -0.687366 0.077950 -1.295148 -0.022 0.004 -0.040 0.0009
H 0.850666 0.701182 -1.950771 0.031 -0.010 0.016 -0.0004
H 2.314910 -1.228831 -3.037343 0.011 -0.019 -0.014 0.0001
H 3.309647 -3.463303 -2.645718 0.000 -0.007 0.002 0.0000
H 2.290698 -4.927925 -0.893217 0.006 0.004 -0.007 0.0000
H 0.434319 -4.129663 0.435424 0.023 -0.007 0.019 0.0001
N 2.004820 4.943856 -0.227341 -0.042 0.016 -0.003 0.0399
C 3.057126 5.759622 -0.578332 0.023 0.007 0.005 0.0070
C 3.141714 7.107861 -0.880188 -0.006 -0.027 0.002 0.0105
C 4.399153 7.612085 -1.203406 -0.009 -0.007 0.003 0.0354
C 5.520931 6.782079 -1.220435 0.007 -0.041 0.006 0.0061
C 5.428912 5.429002 -0.915451 -0.008 0.041 -0.010 0.0350
C 4.180778 4.903570 -0.586416 -0.021 -0.028 0.008 -0.0024
N 3.821603 3.621531 -0.248483 0.007 0.018 0.001 0.1085
C 2.507121 3.660175 -0.028802 0.062 0.029 -0.016 0.0673
C 1.686085 2.571748 0.342237 -0.069 -0.028 0.023 0.1927
C 0.271890 2.663943 0.530083 0.054 -0.037 0.010 0.0711
C -0.468946 1.544465 0.777350 -0.007 0.029 0.084 0.0550
N 0.033128 0.280267 0.854103 0.011 -0.051 -0.054 0.1946
C 1.406136 0.217475 0.834183 -0.062 -0.041 0.018 0.0670
C 2.226670 1.272215 0.588923 0.032 0.021 -0.019 0.0657
H 1.054050 5.225702 -0.083122 0.004 0.002 -0.001 0.0017
H 2.268397 7.749219 -0.866879 0.004 -0.001 0.002 -0.0003
H 4.506913 8.662321 -1.443893 -0.003 -0.002 -0.001 0.0024
H 6.484767 7.205062 -1.477005 0.001 -0.003 0.002 -0.0005
H 6.300486 4.786988 -0.928755 -0.001 0.003 0.004 0.0017
H -0.258569 3.608524 0.486185 0.023 0.009 -0.001 0.0056
H -1.535280 1.646195 0.916215 -0.012 0.022 -0.019 0.0028
H 1.829724 -0.760833 1.019955 -0.015 -0.016 -0.051 0.0031
H 3.298172 1.124797 0.573300 -0.005 0.025 -0.005 0.0041
```
Forces are in eV/Å.

Output
Charge: -1
Lowest unoccupied orbital energy (spin up / spin down), eV: 2.09 / 2.09
Spin multiplicity: 2
E_HOMO (spin up / spin down), eV: -2.49 / -3.94
HOMO-LUMO gap (spin up / spin down), Eh: 0.168 / 0.222

The following is a quantum chemistry calculation of a cluster of 2 separate species, C6H10ClNO2 in total at a distorted geometry, from OMol25.

Structure (XYZ):
```
20
Properties=species:S:1:pos:R:3:forces:R:3:mulliken_charge:R:1
Cl 1.953019 1.001727 -0.056207 -0.903 0.180 -0.747 -0.0673
C 1.014846 0.617085 -1.519166 0.759 -2.262 -2.535 -0.0750
C -0.027186 -0.560816 -1.438210 -0.580 0.816 0.881 -0.5656
C -1.215085 0.296163 -0.871074 0.347 0.879 -0.054 -0.3646
C -1.104546 1.524501 -1.829848 0.593 -1.703 1.439 -0.0982
N 0.162493 1.668326 -2.124907 -2.120 0.977 0.541 -0.0509
H 1.721814 0.359056 -2.335524 0.013 0.331 0.832 0.3518
H 0.296633 -1.432381 -0.817133 -0.468 0.932 -0.060 0.3531
H -0.385905 -0.881313 -2.448945 0.921 0.236 0.543 0.3007
H -0.875098 0.744361 0.104821 -0.376 -0.583 -0.432 0.0929
H -2.201691 -0.167223 -0.687963 0.604 0.310 -0.498 0.4121
H -1.943359 2.160509 -2.168977 0.917 -0.154 0.021 0.4338
H 0.466409 2.438318 -2.718794 0.351 -0.244 0.320 0.2555
C 0.483725 -0.537194 2.946600 0.012 0.460 -0.092 -0.5762
C 0.062841 -1.895439 2.377342 0.067 -0.319 0.423 0.4700
O -0.273533 -1.886101 1.153906 -0.054 -0.014 -0.247 -0.6599
O 0.101464 -2.845481 3.178102 -0.117 0.212 -0.578 -0.7239
H 0.417202 0.230373 2.171717 0.016 0.066 0.108 0.0194
H -0.167446 -0.252779 3.775654 0.092 -0.092 0.053 0.2660
H 1.513403 -0.581691 3.308603 -0.074 -0.029 0.082 0.2262
```
Forces are in eV/Å.

Output
Lowest unoccupied orbital energy, eV: -2.23
E_HOMO, eV: -6.78
Relative energy (zero: lowest compared OMol25 entry of this formula, charge and spin), eV: 3.2011
HOMO-LUMO gap, Eh: 0.167